Molecular formula: C25H16BClF2IN4O3Zr
Method: DFT, wB97M-V/def2-TZVPD

CARTESIAN COORDINATES (ANGSTROEM)
Zr 0.03067 0.46793 -2.63903
C -4.30892 2.41003 6.87701
O -4.03653 1.48910 5.83071
C -2.75853 1.08846 5.66070
C -2.54322 0.20247 4.59963
C -1.27515 -0.25926 4.32693
C -0.20572 0.15719 5.11632
C -0.42623 0.98143 6.20684
C -1.69584 1.47862 6.47078
N 1.14258 -0.31299 4.95334
N 1.71295 -0.34087 3.85860
C 1.13021 0.21728 2.65678
C 0.69329 1.50801 2.54893
C 0.27979 2.04039 1.30327
C 0.34246 1.26640 0.18321
O -0.03369 1.65879 -1.06215
C 0.83535 -0.05277 0.26438
N 0.89568 -0.74728 -0.90979
C 1.31048 -2.00471 -0.87990
C 1.72768 -2.62905 0.29933
C 1.70017 -1.92747 1.48129
C 1.23319 -0.59871 1.49289
H -5.36612 2.64432 6.80238
H -3.72339 3.32436 6.75761
H -4.10464 1.96568 7.85369
H -3.39453 -0.11462 4.01305
H -1.12403 -0.95495 3.51140
H 0.40518 1.23738 6.85035
H -1.84334 2.13428 7.31549
H 0.63875 2.13486 3.42814
H -0.08594 3.05583 1.23660
H 1.31989 -2.53199 -1.82566
H 2.06927 -3.65272 0.26183
H 2.03585 -2.37885 2.40589
Cl 1.27331 -2.04699 -8.72623
C 0.67771 -1.78778 -7.12920
C -0.58553 -2.19362 -6.80398
C -1.09646 -2.00919 -5.49890
I -3.00880 -2.65412 -5.08445
C -0.32467 -1.42505 -4.52651
O -0.76054 -1.26042 -3.24598
C 0.98613 -0.97342 -4.86701
N 1.72441 -0.34284 -3.89009
C 2.94752 0.07176 -4.15957
C 3.54646 -0.11656 -5.40894
C 2.82141 -0.71364 -6.40693
C 1.50498 -1.15689 -6.16407
H -1.20055 -2.67027 -7.55382
H 3.47758 0.57971 -3.36274
H 4.55421 0.23366 -5.57348
H 3.25144 -0.85153 -7.38963
F -1.69301 1.45794 -3.53043
B -1.06564 2.79962 -3.94290
F 0.39242 2.10303 -3.98595

Net charge ... +1
LUMO level ... -4.27 eV
E ... -66299.07227 eV
Orbital gap ... 6.1 eV
ΔE to the lowest compared entry with this formula, charge and spin ... 34.5 kcal/mol